i) A 2-piece molecular cluster, C2H2FNO2 overall. Source: the Open Molecules 2025 dataset; level of theory: wB97M-V/def2-TZVPD.

```
8
Properties=species:S:1:pos:R:3:mulliken_charge:R:1
C -0.5056 0.6563 -0.0919 -0.822
C -0.8447 0.0264 -1.1893 0.807
N 0.6120 -0.8244 0.8556 0.367
O -1.0254 -0.3336 -2.2714 -0.329
O 1.2044 -1.5409 0.1812 -0.306
F 1.4765 0.1209 1.5460 -0.274
H -1.1603 0.5346 0.7752 0.235
H 0.2431 1.3607 0.1946 0.322
```

HOMO level, eV: -9.20
Frontier orbital gap, eV: 8.8
Charge: 0
LUMO level, eV: -0.35



ii) A 2-piece molecular cluster, C2H2FNO2 overall. Source: the Open Molecules 2025 dataset; level of theory: wB97M-V/def2-TZVPD.

```
8
Properties=species:S:1:pos:R:3:mulliken_charge:R:1
C -1.7092 0.5865 -0.5698 0.547
C 1.2826 -0.2000 0.6743 -0.003
N -0.6356 -0.0310 -0.6832 -0.173
O -2.3713 1.4884 -0.3484 -0.271
O 2.1110 0.4182 0.0578 -0.420
F -0.5805 -1.2713 -1.1872 -0.128
H 0.8482 0.1884 1.7066 0.231
H 1.0549 -1.1792 0.3498 0.217
```

HOMO level, eV: -9.82
Frontier orbital gap, eV: 9.0
Charge: 0
LUMO level, eV: -0.79



The structure with the least stability is i).



i) A 13-piece molecular cluster, C4H29NO12 overall. Source: the Open Molecules 2025 dataset; level of theory: wB97M-V/def2-TZVPD.

```
46
Properties=species:S:1:pos:R:3:mulliken_charge:R:1
C 0.0563 -2.9617 1.8537 -0.361
C -0.3812 -1.6920 2.0979 -0.453
N 0.6108 -1.0938 2.8966 0.067
C 1.7149 -1.9518 3.1236 -1.190
C 1.3570 -3.1084 2.4619 -0.185
H -0.5829 -3.6183 1.2439 0.518
H -1.1849 -0.9713 1.7828 0.357
H 0.6631 -0.0386 3.0742 0.285
H 2.3014 -1.5568 3.8206 0.698
H 1.9703 -4.0906 2.3952 0.207
H -1.4188 -0.2583 -2.0811 0.265
H -1.9432 -0.2707 -0.7763 0.235
O -1.3240 -0.6940 -1.2870 -0.391
H -0.1811 -2.3634 -1.4511 0.328
H 0.9199 -3.5160 -1.2727 0.292
O 0.7021 -2.7066 -1.7836 -0.622
H 3.0059 -1.6311 1.4824 0.356
H 4.2068 -1.9514 2.1819 0.360
O 3.8334 -1.8150 1.2839 -0.632
H -0.8020 4.4036 -0.1272 0.317
H 0.4972 3.6969 -0.3969 0.257
O -0.2440 3.9145 -0.8166 -0.590
H 2.3345 4.0033 0.2268 0.362
H 1.5269 2.6768 0.0735 0.392
O 1.7512 3.3597 0.7706 -0.736
H -2.6943 3.3613 -1.2890 0.287
H -2.7777 2.0451 -2.0320 0.342
O -3.3875 2.7120 -1.5274 -0.674
H -0.4457 -0.0563 -4.6995 0.334
H -0.6959 1.3686 -4.4774 0.300
O -1.2008 0.6097 -4.4843 -0.647
H -3.0287 1.4958 0.1946 0.244
H -1.5459 1.0294 0.9230 0.316
O -2.4964 1.0310 0.6514 -0.603
H 0.9685 2.0859 4.6394 0.328
H -0.0071 0.9876 5.0866 0.334
O 0.9236 1.1279 4.8234 -0.679
H 1.0976 -0.6337 -0.8209 0.281
H 2.7499 -0.4479 -0.5557 0.268
O 1.8492 -0.0833 -0.9031 -0.619
H 1.3864 -1.4953 -4.1765 0.325
H 1.5060 -0.6930 -2.8452 0.402
O 1.6018 -0.6338 -3.7958 -0.669
H -4.8443 0.7089 -1.5647 0.221
H -4.2295 -0.6018 -2.1209 0.268
O -4.1190 0.3170 -1.8029 -0.494
```

HOMO level, eV: -8.75
Frontier orbital gap, eV: 8.7
Charge: 0
LUMO level, eV: -0.01



ii) A 11-piece molecular cluster, C4H29NO12 overall. Source: the Open Molecules 2025 dataset; level of theory: wB97M-V/def2-TZVPD.

```
46
Properties=species:S:1:pos:R:3:mulliken_charge:R:1
C -2.3218 -1.1124 -1.2876 -0.252
N -2.5908 0.0937 -0.7600 -0.001
C -1.9303 2.4190 -0.4509 -1.639
C -1.5625 0.9551 -0.2103 1.489
C -1.3514 0.6671 1.3112 -1.008
O -0.0030 0.3182 1.5937 -0.479
O -1.3479 -1.8162 -1.0740 -0.622
H -3.1472 -1.4910 -1.9149 0.427
H -3.5319 0.4364 -0.8246 0.316
H -2.1585 2.5684 -1.5083 0.367
H -1.0432 3.0458 -0.3218 0.313
H -2.7041 2.8031 0.2120 0.432
H -0.6210 0.7326 -0.7111 -0.267
H -1.6235 1.4916 1.9811 0.214
H -1.9586 -0.1888 1.6036 0.405
H 0.6488 0.8539 1.1050 0.412
H 1.8012 0.5517 4.9785 0.302
H 2.2339 -0.7662 4.3456 0.383
O 2.4796 0.1787 4.4390 -0.703
H 1.3803 -2.9228 4.3311 0.322
H 0.6790 -1.9190 3.4454 0.399
O 0.9074 -2.0843 4.3737 -0.739
H 0.1690 -1.2780 1.2706 0.625
H -0.3239 -2.6521 0.7138 0.254
O 0.3221 -2.2604 1.2966 -0.792
H -0.4813 0.7298 -3.1293 0.515
H -0.6966 -0.5392 -3.9218 0.274
O -1.1333 0.0324 -3.2955 -0.723
H 2.7205 0.7822 2.8782 0.359
H 2.9920 -0.0176 1.5009 0.374
O 2.9274 0.8555 1.9186 -0.715
H 3.4750 -2.4377 0.5983 0.236
H 1.9138 -2.0138 0.7513 0.399
O 2.8597 -1.7478 0.7996 -0.689
H 2.3429 1.5143 0.3055 0.326
H 1.6278 2.7339 -0.2425 0.246
O 1.5444 1.7765 -0.2133 -0.708
H -2.4969 1.2514 -3.6958 0.380
H -3.6690 1.0766 -4.6156 0.280
O -3.1437 1.7476 -4.1710 -0.675
H 1.6760 -2.0866 -1.5272 0.291
H 0.1596 -2.0774 -2.0949 0.415
O 1.1090 -2.0094 -2.2846 -0.700
H 1.1714 -0.1334 -2.8144 0.375
H 1.4911 1.1060 -1.8981 0.411
O 1.2089 0.8326 -2.7859 -0.830
```

HOMO level, eV: -10.12
Frontier orbital gap, eV: 10.5
Charge: 0
LUMO level, eV: 0.39



The structure with the least stability is i).